--- 1 ---
23
Properties=species:S:1:pos:R:3 method="wB97M-V/def2-TZVPD" homo_energy_ha=-0.276 smiles=COC[C@@]1(C)OC1(C)C
C -1.5449 -0.8292 1.5135
O -0.9188 0.4188 1.4249
C -1.2120 1.2219 0.0127
C -0.4036 0.6552 -1.0266
C -0.9235 -0.1193 -2.1898
O 0.9587 1.1091 -1.0911
C 1.1798 0.2721 -0.0510
C 1.8727 0.9344 1.1022
C 1.5020 -1.1753 -0.2505
H -2.6369 -0.7365 1.5868
H -1.3253 -1.4674 0.6425
H -1.1904 -1.3420 2.4132
H -2.2819 1.1737 -0.1818
H -0.8778 2.1961 0.3741
H -0.3185 0.0318 -3.0878
H -1.9488 0.1821 -2.4128
H -0.9328 -1.2023 -2.0091
H 1.3610 1.8502 1.3823
H 1.9127 0.2822 1.9716
H 2.8993 1.1756 0.7957
H 1.0336 -1.6024 -1.1323
H 2.5803 -1.2642 -0.4091
H 1.2152 -1.7645 0.6224

=====

--- 2 ---
23
Properties=species:S:1:pos:R:3 method="wB97M-V/def2-TZVPD" homo_energy_ha=-0.382 smiles="C1CCCC1.CC(=O)O"
C 0.0466 -0.4000 -0.2425
C -0.6782 0.9673 -0.3119
C -2.0621 0.6248 -0.9410
C -2.3115 -0.8248 -0.5984
C -0.9433 -1.5171 -0.7562
H 0.9790 -0.3550 -0.8386
H 0.3113 -0.6997 0.8019
H -0.1358 1.7501 -0.9639
H -0.7361 1.4526 0.6453
H -2.0084 0.6720 -2.0180
H -2.8707 1.3024 -0.6217
H -3.0840 -1.2315 -1.2079
H -2.6575 -0.8083 0.4281
H -0.7767 -1.7495 -1.7992
H -0.9155 -2.3882 -0.1599
C 2.8331 -0.3989 0.9695
C 1.7987 0.7491 1.3353
O 0.9534 0.5283 2.1929
O 1.7150 1.8485 0.5525
H 2.5770 -1.2326 1.4648
H 2.9510 -0.6890 -0.1593
H 3.8900 -0.1552 1.1439
H 1.1247 2.5548 1.0844

=====

Top of the stability list: 2, leading by 0.1023 hartree.

=====

--- 1 ---
18
Properties=species:S:1:pos:R:3 method="wB97M-V/def2-TZVPD" homo_energy_ha="0.018 / -0.279" total_charge=-1 spin_multiplicity=2
O -1.2254 0.2717 2.4935
H -2.1825 0.2756 2.5076
H -0.9718 0.2780 3.4165
O -0.5468 -0.3227 -0.3142
H 0.0886 0.3458 -0.5703
H -0.8257 -0.0647 0.5644
O 1.3079 -1.3597 2.3515
H 1.6022 -0.6159 2.8772
H 0.4957 -1.0592 1.9438
O 1.2681 0.8962 -3.2490
H 1.1670 -0.0504 -3.3493
H 0.5030 1.2672 -3.6886
O -2.2860 -2.7896 -0.0142
H -1.5758 -2.1686 -0.1759
H -3.0838 -2.2977 -0.2084
O 2.4599 2.4503 -1.4084
H 1.9983 1.8210 -1.9626
H 1.8071 3.1227 -1.2138

=====

--- 2 ---
18
Properties=species:S:1:pos:R:3 method="wB97M-V/def2-TZVPD" homo_energy_ha="0.019 / -0.272" total_charge=-1 spin_multiplicity=2
O -16.4691 -3.0803 17.0383
H -16.3918 -3.1080 17.9920
H -15.5740 -3.2008 16.7214
O -9.5611 -4.3292 14.9858
H -10.1397 -5.0908 15.0237
H -9.5011 -4.0280 15.8924
O -11.4463 -6.0128 16.0115
H -11.4999 -6.5653 15.2316
H -11.1588 -6.6054 16.7061
O -15.3855 -3.4923 13.8196
H -16.0996 -3.9768 14.2338
H -14.6296 -3.6483 14.3858
O -13.4085 -1.7985 17.9127
H -12.8072 -1.0596 18.0056
H -14.2528 -1.4598 18.2105
O -13.5553 -3.6955 15.9869
H -12.8222 -4.3042 16.0774
H -13.3837 -3.0147 16.6375

=====

Top of the stability list: 2, leading by 0.0038 hartree.

=====

--- 1 ---
11
Properties=species:S:1:pos:R:3 method="wB97M-V/def2-TZVPD" homo_energy_ha=-0.353 smiles="[H]/N=c1/cnncnn1"
H 1.0688 1.1259 -2.0868
N -0.0623 0.8487 -2.0007
C -0.3485 0.6465 -0.7676
C -1.5201 0.1977 0.0068
N -1.2833 -0.8242 0.6862
N -0.1328 -1.5666 0.5840
C 0.9734 -1.0705 0.7039
N 1.3574 0.2733 0.9718
N 0.5930 1.1440 0.4101
H -2.4662 0.8416 0.3557
H 1.8207 -1.6163 1.1366

=====

--- 2 ---
11
Properties=species:S:1:pos:R:3 method="wB97M-V/def2-TZVPD" homo_energy_ha=-0.372 smiles=c1n[nH]n2cnnc12
C 0.5490 1.6394 -0.2618
N -0.3561 1.7901 0.6465
N -0.5125 0.5450 1.3011
N -0.1433 -0.3865 0.2316
C -0.2583 -1.6446 -0.0148
N 0.4899 -1.8824 -1.0658
N 1.1896 -0.6433 -1.3977
C 0.7305 0.1431 -0.5851
H 0.7208 2.5768 -0.8421
H -1.4249 0.3240 1.5788
H -0.9846 -2.4616 0.4094

=====

--- 3 ---
11
Properties=species:S:1:pos:R:3 method="wB97M-V/def2-TZVPD" homo_energy_ha=-0.331 smiles=c1n[nH]c2n[nH]nc12
C 1.3284 1.1546 0.0265
N 2.0197 -0.0553 -0.0253
N 1.2051 -1.0959 -0.0748
C -0.0100 -0.5998 -0.1612
N -1.3280 -1.2287 0.0554
N -2.0435 -0.0891 -0.0172
N -1.4800 1.1786 -0.1245
C -0.1117 0.8005 -0.2410
H 1.8606 2.0104 0.4974
H 1.6509 -1.9516 -0.1985
H -3.0915 -0.1237 0.2632

=====

--- 4 ---
11
Properties=species:S:1:pos:R:3 method="wB97M-V/def2-TZVPD" homo_energy_ha=-0.352 smiles="[H]/N=c1/cnnncn1"
H 2.4841 -0.9791 -0.5506
N 2.3989 0.1849 -0.4717
C 1.0457 0.0684 -0.1949
C 0.2245 1.3464 0.1816
N -0.9188 1.5363 0.0668
N -2.0065 0.7279 -0.5345
N -2.2292 -0.5007 -0.4351
C -0.9398 -1.1867 0.2549
N 0.2988 -1.2078 -0.0431
H 0.7831 2.0356 0.8332
H -1.1408 -2.0252 0.8932

=====

Top of the stability list: 3, leading by 0.0126 hartree.

=====

--- 1 ---
6
Properties=species:S:1:pos:R:3 method="wB97M-V/def2-TZVPD" homo_energy_ha="-0.391 / -0.366"
N 0.2094 -1.2226 0.0074
P 0.6759 -0.0001 -0.7708
Cl -0.5771 1.0597 2.7396
Br -0.5648 1.9899 -0.1140
Br -0.0619 -0.4895 -2.8464
H 0.3185 -1.3374 0.9841

=====

--- 2 ---
6
Properties=species:S:1:pos:R:3 method="wB97M-V/def2-TZVPD" homo_energy_ha="-0.339 / -0.339"
N 1.3134 -0.7959 0.1064
P -0.1441 -0.2925 0.0878
Cl -0.7887 3.2345 1.0890
Br -1.3387 -1.8856 1.0073
Br -1.1114 0.0434 -1.9552
H 2.0695 -0.3039 -0.3352

=====

Top of the stability list: 1, leading by 0.0239 hartree.